Record 1
{"formula": "C4H2N2S2", "method": "ωB97M-V/def2-TZVPD", "lumo_energy_ev": -2.0, "homo_lumo_gap_ev": 6.3, "molar_mass_g_mol": 142.21, "energy_ha": -1059.3430, "homo_ev": -8.2895, "de_lowest_kj_mol": 317.52, "total_charge": 0, "elements": ["N", "C", "C", "S", "H", "N", "C", "C", "S", "H"], "positions_angstrom": [[1.44, 2.09, -0.55], [1.36, 0.89, -0.65], [1.56, -0.28, -1.16], [1.41, -1.70, -1.78], [0.79, 2.51, -0.01], [-0.39, 0.46, 2.14], [-1.01, -0.30, 1.53], [-1.66, -0.98, 0.50], [-0.94, -2.26, -0.24], [-2.56, -0.42, 0.20]], "mulliken_charge": [-0.462, 0.804, -0.193, -0.348, 0.310, -0.428, 0.465, -0.342, -0.093, 0.287]}

***

Record 2
{"formula": "C14H21F5IOP2SSc", "method": "ωB97M-V/def2-TZVPD", "lumo_energy_ev": [-8.5, -10.0], "homo_lumo_gap_ev": [7.0, 4.8], "molar_mass_g_mol": 566.19, "energy_ha": -3259.2295, "homo_ev": [-15.4996, -14.7995], "de_lowest_kj_mol": 214.39, "total_charge": 2, "elements": ["C", "I", "H", "H", "H", "Sc", "P", "C", "C", "H", "H", "H", "H", "H", "H", "C", "H", "H", "H", "P", "C", "C", "H", "H", "H", "C", "H", "H", "H", "H", "H", "H", "C", "O", "F", "C", "C", "F", "C", "F", "C", "S", "C", "F", "C", "F"], "positions_angstrom": [[5.12, -3.40, -2.20], [3.64, -2.40, -0.98], [4.66, -3.59, -3.16], [5.39, -4.32, -1.69], [5.96, -2.72, -2.29], [0.33, -0.39, -0.38], [-0.62, -2.45, 0.10], [-0.10, -3.29, 1.64], [-2.45, -2.41, 0.23], [-2.86, -3.42, 0.37], [-0.86, -4.65, -0.97], [-2.84, -1.97, -0.69], [-0.66, -3.31, -2.15], [-0.33, -2.65, 2.50], [-2.73, -1.78, 1.07], [-0.32, -3.72, -1.19], [-0.61, -4.25, 1.76], [0.75, -3.92, -1.26], [0.98, -3.46, 1.62], [1.11, 1.67, -1.09], [2.34, 2.53, -0.04], [1.91, 1.62, -2.74], [-0.97, 2.50, -1.98], [0.19, 3.85, -1.73], [-0.68, 3.12, -0.34], [-0.21, 2.92, -1.31], [1.21, 1.17, -3.45], [2.18, 2.63, -3.08], [2.63, 3.48, -0.48], [3.22, 1.89, 0.07], [2.81, 1.00, -2.69], [1.91, 2.70, 0.95], [1.34, -0.38, 1.13], [2.00, -0.38, 2.10], [-3.50, 3.94, 4.01], [-3.15, 3.15, 2.97], [-2.41, 1.98, 3.19], [-2.06, 1.64, 4.45], [-2.05, 1.16, 2.12], [-1.36, 0.02, 2.35], [-2.42, 1.52, 0.81], [-2.05, 0.49, -0.61], [-3.16, 2.69, 0.60], [-3.54, 3.04, -0.66], [-3.52, 3.51, 1.67], [-4.24, 4.64, 1.45]], "mulliken_charge": [-0.759, 0.061, 0.295, 0.289, 0.280, -0.484, 1.224, -1.208, -1.412, 0.474, 0.423, 0.468, 0.388, 0.318, 0.275, -1.134, 0.441, 0.308, 0.370, 1.270, -1.281, -1.287, 0.446, 0.538, 0.234, -1.386, 0.403, 0.409, 0.420, 0.407, 0.388, 0.377, 0.369, -0.174, -0.221, 0.465, 0.084, -0.252, 0.038, -0.254, 0.612, -0.090, -0.059, -0.319, 0.483, -0.236]}

***

Record 3
{"formula": "C36H92N2O20", "method": "ωB97M-V/def2-TZVPD", "lumo_energy_ev": 0.1, "homo_lumo_gap_ev": 8.0, "molar_mass_g_mol": 873.13, "energy_ha": -3040.6385, "homo_ev": -7.9255, "de_lowest_kj_mol": 706.97, "total_charge": 0, "elements": ["C", "C", "C", "C", "C", "C", "C", "C", "C", "N", "O", "H", "H", "H", "H", "H", "H", "H", "H", "H", "H", "H", "H", "H", "H", "H", "H", "H", "H", "H", "C", "C", "C", "C", "C", "C", "C", "C", "C", "N", "O", "H", "H", "H", "H", "H", "H", "H", "H", "H", "H", "H", "H", "H", "H", "H", "H", "H", "H", "H", "O", "C", "C", "O", "H", "H", "H", "H", "H", "H", "O", "C", "C", "O", "H", "H", "H", "H", "H", "H", "O", "C", "C", "O", "H", "H", "H", "H", "H", "H", "O", "C", "C", "O", "H", "H", "H", "H", "H", "H", "O", "C", "C", "O", "H", "H", "H", "H", "H", "H", "O", "C", "C", "O", "H", "H", "H", "H", "H", "H", "O", "C", "C", "O", "H", "H", "H", "H", "H", "H", "O", "C", "C", "O", "H", "H", "H", "H", "H", "H", "O", "C", "C", "O", "H", "H", "H", "H", "H", "H"], "positions_angstrom": [[6.54, -0.72, 3.07], [6.79, -1.95, 3.95], [7.30, -3.11, 3.08], [8.02, -1.48, 4.87], [8.24, -2.19, 6.21], [6.92, -2.14, 6.85], [5.59, -2.68, 6.12], [5.53, -4.12, 6.47], [4.40, -1.91, 6.80], [5.57, -2.31, 4.72], [4.48, -2.68, 3.99], [5.83, -1.04, 2.31], [6.20, 0.06, 3.74], [7.44, -0.35, 2.58], [8.24, -2.73, 2.68], [7.42, -4.01, 3.68], [6.65, -3.24, 2.22], [8.96, -1.55, 4.34], [8.06, -0.43, 5.16], [8.72, -3.16, 6.07], [8.97, -1.67, 6.84], [6.74, -1.11, 7.15], [7.12, -2.62, 7.81], [5.49, -4.34, 7.53], [6.50, -4.52, 6.16], [4.74, -4.68, 5.98], [4.30, -0.86, 6.52], [4.71, -1.98, 7.84], [3.43, -2.40, 6.71], [4.00, -1.85, 3.87], [-10.02, 1.34, -1.42], [-8.88, 1.82, -2.30], [-8.75, 0.87, -3.49], [-9.25, 3.14, -3.03], [-9.03, 4.43, -2.15], [-7.61, 4.38, -1.81], [-7.07, 3.17, -0.93], [-5.50, 3.10, -0.82], [-7.76, 3.38, 0.48], [-7.52, 1.92, -1.70], [-7.11, 0.74, -1.06], [-9.70, 0.45, -0.87], [-10.33, 2.05, -0.65], [-10.97, 0.98, -1.79], [-9.74, 0.68, -3.92], [-8.15, 1.20, -4.33], [-8.38, -0.10, -3.16], [-8.69, 3.21, -3.96], [-10.28, 3.12, -3.41], [-9.19, 5.30, -2.78], [-9.56, 4.39, -1.20], [-7.47, 5.24, -1.15], [-7.13, 4.59, -2.77], [-5.00, 4.07, -0.79], [-5.04, 2.39, -1.51], [-5.05, 2.56, 0.01], [-7.26, 2.70, 1.18], [-8.84, 3.22, 0.45], [-7.62, 4.40, 0.85], [-6.52, 0.32, -1.69], [4.84, 4.73, 3.81], [5.34, 4.88, 2.54], [4.19, 4.83, 1.54], [3.51, 3.59, 1.63], [5.55, 4.71, 4.46], [6.09, 5.68, 2.50], [6.08, 4.11, 2.37], [4.57, 4.85, 0.52], [3.36, 5.53, 1.69], [3.33, 3.47, 2.57], [4.40, 5.38, -4.61], [3.62, 6.35, -3.92], [4.47, 7.57, -3.83], [5.40, 7.47, -2.76], [4.10, 5.32, -5.52], [2.84, 6.70, -4.60], [3.23, 6.00, -2.96], [3.88, 8.48, -3.74], [5.02, 7.82, -4.74], [6.19, 7.07, -3.12], [-2.52, -2.09, -5.30], [-1.40, -2.58, -6.07], [-0.76, -3.66, -5.13], [-1.36, -4.93, -5.36], [-2.88, -1.38, -5.83], [-1.50, -2.94, -7.10], [-0.65, -1.79, -6.12], [-1.07, -3.34, -4.13], [0.33, -3.57, -5.19], [-0.85, -5.45, -4.73], [1.03, -0.34, 0.99], [-0.06, -0.29, 0.03], [0.44, 0.30, -1.28], [0.53, 1.78, -1.19], [1.46, 0.51, 0.97], [-0.29, -1.34, -0.18], [-0.92, 0.27, 0.39], [-0.22, 0.03, -2.10], [1.45, 0.03, -1.58], [1.32, 2.04, -0.71], [7.62, -3.82, -2.32], [6.68, -2.88, -2.52], [5.26, -3.40, -2.57], [4.96, -3.99, -3.73], [7.63, -4.14, -1.42], [6.73, -2.22, -1.65], [6.93, -2.22, -3.36], [4.70, -2.46, -2.60], [4.92, -4.06, -1.77], [5.53, -4.76, -3.78], [-0.16, -7.58, -1.71], [0.38, -6.83, -0.62], [0.30, -7.65, 0.64], [-1.00, -7.95, 1.10], [-0.97, -8.01, -1.41], [1.39, -6.67, -1.00], [-0.10, -5.89, -0.34], [0.80, -7.29, 1.54], [0.85, -8.57, 0.43], [-1.03, -7.65, 2.01], [-6.13, -3.32, 0.87], [-4.82, -3.75, 0.52], [-4.53, -3.87, -1.04], [-4.40, -2.57, -1.40], [-6.43, -2.65, 0.25], [-4.17, -3.02, 1.01], [-4.63, -4.70, 1.01], [-5.43, -4.20, -1.55], [-3.64, -4.45, -1.26], [-4.07, -2.43, -2.30], [-0.78, 1.64, 7.75], [-1.71, 1.33, 6.78], [-1.43, 1.88, 5.41], [-2.61, 1.49, 4.68], [-0.98, 1.05, 8.48], [-1.75, 0.25, 6.65], [-2.65, 1.73, 7.15], [-0.66, 1.44, 4.78], [-0.95, 2.85, 5.34], [-2.41, 1.53, 3.75], [-1.55, 2.44, -7.28], [-1.95, 3.16, -6.12], [-3.44, 3.49, -6.12], [-4.16, 2.29, -5.69], [-2.37, 2.05, -7.61], [-1.62, 2.57, -5.27], [-1.48, 4.14, -6.08], [-3.78, 3.87, -7.08], [-3.90, 4.26, -5.51], [-4.49, 2.50, -4.82]], "mulliken_charge": [-1.980, 1.514, -1.740, -1.361, -0.777, -1.180, 1.320, -1.787, -1.766, 0.686, -0.486, 0.439, 0.475, 0.340, 0.427, 0.345, 0.383, 0.432, 0.468, 0.368, 0.379, 0.420, 0.410, 0.386, 0.391, 0.386, 0.378, 0.444, 0.350, 0.334, -1.719, 1.699, -1.959, -1.446, -0.592, -1.214, 1.450, -1.699, -1.616, 0.421, -0.484, 0.376, 0.286, 0.421, 0.406, 0.369, 0.428, 0.503, 0.399, 0.351, 0.358, 0.468, 0.292, 0.375, 0.292, 0.375, 0.378, 0.362, 0.392, 0.333, -0.534, -0.357, -0.336, -0.492, 0.296, 0.398, 0.232, 0.254, 0.246, 0.290, -0.525, -0.176, -0.488, -0.506, 0.305, 0.268, 0.202, 0.336, 0.289, 0.296, -0.471, -0.432, -0.270, -0.516, 0.248, 0.337, 0.303, 0.183, 0.323, 0.300, -0.455, -0.037, -0.506, -0.523, 0.237, 0.265, 0.148, 0.277, 0.311, 0.279, -0.524, -0.446, -0.222, -0.503, 0.325, 0.265, 0.287, 0.192, 0.330, 0.297, -0.507, -0.124, -0.522, -0.521, 0.323, 0.242, 0.117, 0.422, 0.237, 0.336, -0.534, -0.357, -0.404, -0.458, 0.305, 0.248, 0.313, 0.307, 0.334, 0.241, -0.523, -0.248, -0.325, -0.489, 0.323, 0.224, 0.232, 0.182, 0.345, 0.280, -0.500, -0.057, -0.742, -0.450, 0.312, 0.175, 0.240, 0.341, 0.416, 0.258]}